Entry 1:
ORCA calculation (ωB97M-V/def2-TZVPD) on a structure of composition C13H6BrCl3O3PtS3Sb at a distorted geometry.

Each line ends with the Mulliken spin population.
Geometry (Å):
H (-1.969, 3.112, 1.690)  -0.0016
C (-2.140, 1.974, -0.678)  0.0021
O (-2.804, 1.230, -1.392)  -0.0013
C (-3.400, 4.200, -1.143)  0.0008
H (-4.368, 6.088, -1.419)  0.0001
C (-1.547, -2.024, -1.319)  -0.0012
H (-3.480, -4.430, -2.857)  0.0001
S (3.302, 2.189, 3.193)  0.0092
O (-1.035, 1.760, -0.088)  0.0492
C (-3.866, 5.437, -0.716)  0.0002
C (-2.447, -3.111, -1.532)  0.0168
C (-2.248, -3.010, -3.903)  -0.0017
Cl (-2.664, -3.623, -5.485)  -0.0001
H (-2.852, 5.285, 2.506)  0.0000
C (-3.009, 4.984, 1.478)  0.0002
Sb (2.631, 0.023, 2.792)  -0.0063
C (-2.793, -3.600, -2.774)  0.0015
Pt (0.286, -0.002, 0.291)  0.7240
C (-1.371, -1.947, -3.788)  -0.0017
C (-3.678, 5.825, 0.600)  0.0003
C (-2.526, 3.766, 1.032)  -0.0012
C (-1.039, -1.479, -2.533)  -0.0186
Br (-3.692, 3.776, -2.974)  0.0002
Cl (0.075, -0.159, -2.412)  0.0022
Cl (-3.131, -3.856, -0.122)  -0.0003
H (-4.040, 6.791, 0.932)  0.0000
S (0.172, 0.046, 2.677)  -0.0271
O (-1.239, -1.630, -0.150)  0.0651
H (-0.946, -1.471, -4.661)  0.0000
S (2.596, -0.191, 0.308)  0.1822
C (-2.720, 3.343, -0.282)  0.0069

- <S²> = 0.762
- HOMO energy (spin up / spin down) (Eh) = -0.05835 / -0.05738
- F_max (hartree/bohr) = 0.0326
- relative energy (zero: lowest compared OMol25 entry of this formula, charge and spin) (kcal per mole) = 13.1
- electronic energy (Ha) = -6233.5723
- multiplicity = 2
- total charge = -2

Entry 2:
ORCA calculation (ωB97M-V/def2-TZVPD) on the molecule C5H12N2OS at a distorted geometry.

Each line ends with the Mulliken charge.
Geometry (Å):
H (1.148, 0.695, 1.730)  0.2992
H (1.723, -1.816, -1.192)  0.3494
N (-1.560, 0.685, -1.024)  -0.4095
N (-2.383, 2.453, 0.448)  -0.4418
C (0.660, -1.750, 1.343)  -1.9247
O (-1.949, -1.673, -0.220)  -0.6246
H (0.443, 1.515, 0.224)  0.3482
H (-2.598, 2.522, -1.698)  0.3454
C (0.310, -0.694, 0.188)  1.3234
C (0.682, -1.251, -1.159)  -1.5769
H (1.985, 0.639, 0.085)  0.4090
H (-3.060, 3.240, 0.618)  0.2458
H (0.192, -1.550, 2.194)  0.5982
C (1.050, 0.668, 0.587)  -1.3641
H (0.693, -0.417, -2.006)  0.3092
H (-0.096, -2.032, -1.386)  0.4262
H (-2.005, 0.325, -1.869)  0.3166
C (-2.307, 2.114, -0.722)  -0.0228
S (-1.480, -0.418, 0.275)  0.4804
H (1.676, -1.507, 1.541)  0.5073
H (0.257, -2.716, 0.997)  0.4062

- HOMO energy (Eh) = -0.32003
- F_max (hartree/bohr) = 0.1099
- relative energy (zero: lowest compared OMol25 entry of this formula, charge and spin) (kcal per mole) = 34.8
- electronic energy (Ha) = -780.5477
- total charge = 0

Entry 3:
ORCA calculation (ωB97M-V/def2-TZVPD) on a cluster of 2 separate species, C6H16NO in total.

Each line ends with the Mulliken charge.
Geometry (Å):
H (-1.169, -3.834, -0.192)  0.3247
H (-3.040, -2.292, -1.630)  0.3901
H (3.256, 3.756, 0.330)  0.3443
H (-2.010, -4.376, -1.626)  0.3212
H (2.468, 3.134, -1.145)  0.3006
H (2.383, 2.896, 2.634)  0.3496
H (0.772, 3.438, 2.243)  0.3408
C (-1.339, -3.608, -1.248)  -1.0147
O (1.491, 1.230, 0.190)  -0.5322
H (1.652, 4.310, -0.075)  0.3461
H (-2.115, -1.964, 0.618)  0.3652
H (0.234, -1.733, 0.198)  0.3167
H (-0.388, -3.702, -1.766)  0.3226
C (-1.973, -2.231, -1.430)  -0.3604
H (-2.459, -0.599, -0.209)  0.3976
H (-1.506, -1.646, -2.220)  0.3278
C (1.723, 2.313, 0.688)  0.8354
C (1.457, 2.593, 2.143)  -1.1194
C (2.310, 3.440, -0.115)  -1.1313
H (-0.137, -0.315, -0.825)  0.3781
H (1.054, 1.716, 2.643)  0.2740
N (-1.823, -1.397, -0.180)  -0.1820
H (-0.408, -0.242, 0.923)  0.3753
C (-0.432, -0.888, 0.050)  -0.9701

- HOMO energy (Eh) = -0.46518
- F_max (hartree/bohr) = 0.0031
- relative energy (zero: lowest compared OMol25 entry of this formula, charge and spin) (kcal per mole) = 12.9
- electronic energy (Ha) = -367.9619
- total charge = +1

Entry 4:
ORCA calculation (ωB97M-V/def2-TZVPD) on the molecule C2H5NO2 at a distorted geometry.

Each line ends with the Mulliken charge.
Geometry (Å):
O (-1.614, -0.262, 0.747)  -0.3606
H (-1.910, 0.273, -1.205)  0.2223
H (-1.216, 1.910, -0.170)  0.3286
H (1.069, -0.770, -0.935)  0.2178
C (0.889, -0.561, 0.179)  -0.8941
H (1.690, 0.139, 0.491)  0.3072
C (-0.437, 0.181, 0.139)  0.8763
H (0.815, -1.475, 0.860)  0.2764
O (-0.365, 1.495, 0.130)  -0.5063
N (-1.465, -0.522, -0.667)  -0.4676

- HOMO energy (Eh) = -0.35752
- F_max (hartree/bohr) = 0.0653
- relative energy (zero: lowest compared OMol25 entry of this formula, charge and spin) (kcal per mole) = 79.9
- electronic energy (Ha) = -284.3400
- SMILES = C[C@@]1(O)NO1
- total charge = 0

Entry 5:
ORCA calculation (ωB97M-V/def2-TZVPD) on a structure of composition C44H67NOPSSb2SiV at a distorted geometry.

Each line ends with the Mulliken spin population.
Geometry (Å):
H (4.592, -0.928, 1.782)  0.0003
C (-4.868, -1.566, -0.469)  -0.0005
H (1.886, -2.733, 2.101)  -0.0010
C (1.992, -5.753, 1.219)  -0.0028
C (1.323, -6.841, 0.667)  0.0064
C (3.467, 0.880, 3.540)  -0.0007
C (-2.823, -1.649, -1.899)  -0.0023
C (4.359, 1.107, 2.477)  0.0021
C (-0.938, -5.183, -1.868)  -0.0007
S (0.437, 2.476, -0.330)  -0.0073
H (-1.901, -4.890, -1.446)  0.0003
Sb (0.642, -0.045, 2.706)  0.0079
C (1.570, -8.238, 1.144)  -0.0002
H (1.700, -8.918, 0.302)  0.0004
C (4.166, -1.083, -1.548)  0.0017
H (-0.341, -2.826, -1.399)  -0.0183
H (-5.288, -1.343, 0.509)  -0.0002
H (-2.803, -3.136, 0.421)  0.0006
C (4.935, 3.264, 3.427)  0.0002
H (2.446, -8.296, 1.787)  -0.0001
H (0.201, -1.841, 4.694)  -0.0003
H (2.745, -5.926, 1.979)  0.0003
H (1.851, 5.232, -1.030)  0.0001
C (-2.689, 1.623, -2.784)  -0.0012
C (-5.717, 1.297, 2.634)  0.0001
H (4.008, 3.740, 5.305)  0.0000
N (0.593, 0.536, -1.944)  -0.0026
H (-0.664, -4.455, -2.632)  0.0002
H (2.485, 6.091, -4.445)  0.0000
C (0.335, -2.898, -0.542)  0.0401
H (-1.648, -1.815, 0.696)  0.0029
H (2.451, 4.538, -5.263)  0.0000
H (-5.749, 1.474, -1.225)  0.0000
H (-3.181, -1.829, 1.552)  -0.0010
C (4.095, 3.019, 4.503)  -0.0003
H (0.545, 2.413, 3.870)  0.0018
C (-0.598, 4.965, -4.240)  -0.0001
H (2.734, 1.642, 5.401)  0.0000
H (-5.749, 0.885, 0.554)  0.0002
C (4.593, 0.095, 1.405)  -0.0099
H (-5.417, 1.688, 4.724)  0.0000
C (-2.972, 1.121, 2.459)  -0.0114
C (1.117, 0.501, -4.258)  0.0011
C (2.463, 5.012, -4.280)  0.0001
H (-2.962, 1.525, 4.573)  0.0000
C (-2.705, -2.060, 0.598)  -0.0001
H (-5.104, 0.355, -2.445)  -0.0001
H (-1.895, 1.065, 2.369)  0.0065
H (3.345, -3.728, 2.028)  0.0003
H (-3.821, 3.800, -1.723)  -0.0001
H (-5.266, 2.072, -2.796)  0.0001
C (2.517, -3.333, 1.444)  0.0007
H (-0.982, 1.576, 4.194)  0.0010
C (-3.531, 3.075, -0.958)  -0.0006
C (0.807, -0.141, -3.084)  0.0030
H (-3.078, 2.310, -3.540)  -0.0001
H (-5.443, -1.037, -1.228)  -0.0001
C (-3.589, 1.657, -1.549)  -0.0020
H (-0.533, 5.991, -4.610)  0.0000
C (-4.946, 1.475, 3.774)  0.0001
H (3.709, 2.864, -0.311)  -0.0001
C (0.976, 5.486, -1.631)  -0.0018
H (5.008, 1.925, -1.092)  -0.0001
H (-1.697, 1.955, -2.520)  0.0018
H (3.079, -1.221, 3.166)  -0.0007
H (-2.517, 3.311, -0.625)  0.0006
H (-1.504, 4.893, -3.636)  0.0001
C (0.399, -6.600, -0.349)  -0.0034
H (1.008, 6.558, -1.838)  0.0000
C (-0.299, -1.688, 3.739)  -0.0018
H (-3.403, -1.187, -2.698)  0.0001
H (0.091, 5.285, -1.027)  0.0003
H (-0.242, -2.602, 3.147)  0.0009
H (2.370, -0.582, 4.657)  -0.0001
H (-1.076, -6.142, -2.361)  0.0000
H (-1.347, -1.448, 3.914)  0.0003
H (5.205, -0.759, -1.585)  0.0000
C (2.616, -0.347, 3.621)  -0.0036
H (0.463, 1.148, 5.120)  -0.0006
H (0.726, -1.222, -3.028)  -0.0038
C (1.193, 1.894, -4.255)  -0.0098
C (0.688, 1.893, -1.941)  -0.0083
O (0.684, -1.849, 0.022)  -0.0394
C (3.376, 1.838, 4.550)  0.0008
C (5.068, 2.308, 2.436)  0.0008
H (-2.625, 0.635, -3.241)  0.0004
V (0.384, 0.141, -0.058)  1.0462
C (3.929, 2.044, -0.992)  -0.0018
H (3.491, 2.256, -1.966)  -0.0003
H (3.397, 4.737, -3.787)  0.0000
H (-4.995, -2.638, -0.645)  0.0001
C (-3.566, 1.384, 3.685)  -0.0006
H (3.732, -1.018, -2.545)  -0.0002
C (0.096, 1.460, 4.144)  -0.0011
C (1.729, -4.455, 0.826)  0.0025
H (-6.796, 1.359, 2.693)  -0.0001
C (-5.117, 1.030, 1.414)  -0.0002
C (-3.729, 0.937, 1.306)  0.0008
H (5.542, 0.272, 0.901)  -0.0008
C (0.740, -4.218, -0.164)  0.0020
H (-0.719, 4.310, -5.106)  0.0001
H (1.435, 2.403, -5.181)  -0.0004
H (-4.210, 3.183, -0.113)  0.0000
H (1.301, -0.064, -5.161)  0.0001
Sb (3.120, 0.227, -0.193)  0.0010
C (0.976, 2.636, -3.100)  -0.0099
H (-2.878, -2.732, -2.040)  0.0009
H (-0.103, -7.439, -0.815)  0.0001
H (-1.783, -1.322, -2.009)  0.0083
P (-2.794, 0.534, -0.228)  0.0036
H (5.756, 2.482, 1.616)  0.0000
C (-3.374, -1.252, -0.527)  -0.0062
C (-5.013, 1.352, -2.014)  -0.0010
H (2.915, -2.669, 0.676)  0.0012
H (4.125, -2.116, -1.204)  0.0001
C (0.098, -5.322, -0.781)  0.0062
Si (0.954, 4.542, -3.253)  0.0011
H (5.499, 4.186, 3.371)  0.0000
H (0.707, -8.590, 1.714)  0.0008

- <S²> = 0.763
- HOMO energy (spin up / spin down) (Eh) = -0.35147 / -0.32673
- F_max (hartree/bohr) = 0.0423
- relative energy (zero: lowest compared OMol25 entry of this formula, charge and spin) (kcal per mole) = 0.0
- electronic energy (Ha) = -4300.1755
- multiplicity = 2
- total charge = +1

Entry 6:
ORCA calculation (ωB97M-V/def2-TZVPD) on a cluster of 2 separate species, C3H10O4SSi in total at a distorted geometry.

Each line ends with the Mulliken charge.
Geometry (Å):
H (-0.667, 0.523, 1.171)  0.1409
S (-3.536, -0.946, 0.288)  0.2863
H (-1.911, 2.425, -0.864)  0.3719
H (-1.585, -0.605, -1.007)  0.2667
H (-2.275, 1.253, 1.347)  0.3479
O (-3.842, -2.051, -0.624)  -0.5333
Si (2.563, -0.654, 0.032)  0.4728
C (-1.541, 0.890, 0.623)  -0.0879
C (-2.122, -0.237, -0.146)  -0.1814
O (3.444, -1.995, 0.317)  -0.4612
O (1.966, -0.523, -1.465)  -0.4548
O (1.313, -0.762, 1.067)  -0.3643
H (-0.650, 2.830, 0.305)  0.3203
C (-1.079, 2.027, -0.288)  -1.1868
H (3.347, 0.552, 0.201)  -0.1301
H (1.196, -1.029, -1.711)  0.3199
H (1.455, -1.195, 1.903)  0.2951
H (-0.315, 1.669, -0.975)  0.2726
H (4.239, -2.171, -0.172)  0.3054

- HOMO energy (spin up / spin down) (Eh) = -0.33244 / -0.33245
- F_max (hartree/bohr) = 0.0405
- relative energy (zero: lowest compared OMol25 entry of this formula, charge and spin) (kcal per mole) = 0.0
- electronic energy (Ha) = -1109.0503
- total charge = 0

Entry 7:
ORCA calculation (ωB97M-V/def2-TZVPD) on a structure of composition Cl2HgIO12S at a distorted geometry.

Each line ends with the Mulliken charge.
Geometry (Å):
Cl (-2.852, 5.696, 1.740)  1.5697
O (-2.824, 6.790, 2.588)  -0.5664
O (-4.076, 5.618, 0.979)  -0.6540
O (-5.108, 6.487, -2.145)  -0.6250
O (-4.053, 5.043, -3.858)  -0.6860
Cl (-3.901, 6.182, -2.954)  1.5446
S (-1.195, 8.741, -0.698)  1.0787
O (-0.835, 8.745, 0.749)  -0.7247
O (-3.501, 7.276, -3.752)  -0.6527
O (-2.687, 6.024, -2.158)  -0.5128
I (0.318, 5.557, -4.556)  -0.5077
Hg (-0.371, 5.387, -1.724)  1.0533
O (-2.610, 8.548, -0.838)  -0.6226
O (-0.553, 7.570, -1.515)  -0.6868
O (-2.918, 4.423, 2.455)  -0.7814
O (-0.725, 9.933, -1.311)  -0.7022
O (-1.736, 5.559, 0.829)  -0.5238

- HOMO energy (Eh) = 0.05471
- F_max (hartree/bohr) = 0.1299
- electronic energy (Ha) = -2671.9418
- total charge = -3

Entry 8:
ORCA calculation (ωB97M-V/def2-TZVPD) on a cluster of 2 separate species, C4H10NO2 in total at a distorted geometry.

Each line ends with the Mulliken charge.
Geometry (Å):
H (-0.510, 2.820, 0.156)  -0.1404
H (-1.881, -1.527, 0.403)  0.1922
C (0.813, 1.084, -1.411)  -1.0133
C (-0.990, -1.807, -0.220)  -0.5708
H (1.666, 1.252, -0.759)  0.3606
H (-1.304, -1.737, -1.277)  0.3078
C (0.062, -0.535, -0.027)  0.5051
H (1.000, -0.950, -0.444)  0.3822
H (-0.801, 0.108, 1.852)  0.2475
O (1.193, 0.236, 2.077)  -0.6812
H (0.117, -1.419, 1.939)  0.2867
N (-0.320, 0.471, -0.786)  -0.5360
C (0.178, -0.363, 1.598)  -0.5640
O (-0.481, -2.937, 0.130)  -0.6712
H (-0.584, 2.837, 0.896)  0.1371
H (1.271, 0.453, -2.193)  0.4055
H (0.572, 2.013, -1.936)  0.3523

- HOMO energy (Eh) = -0.14312
- F_max (hartree/bohr) = 0.0689
- relative energy (zero: lowest compared OMol25 entry of this formula, charge and spin) (kcal per mole) = 163.7
- electronic energy (Ha) = -363.4636
- total charge = -1